1.
C30H34F3IrN6O8S2 as an isolated structure in a non-equilibrium geometry, computed with ωB97M-V/def2-TZVPD.

Cartesian coordinates (Å):
Ir: 0.428639 -0.213450 -0.002957
C: -2.931795 -12.902312 -0.069935
O: -3.740486 -11.919710 0.551528
C: -3.432058 -10.619074 0.341295
C: -2.509897 -10.168682 -0.596600
C: -2.263121 -8.808923 -0.715132
C: -2.904938 -7.887167 0.099594
C: -3.836929 -8.349466 1.038475
C: -4.107306 -9.692794 1.141903
N: -2.543577 -6.546242 -0.070502
N: -3.122145 -5.667644 0.579430
C: -2.566096 -4.398003 0.702053
C: -3.404611 -3.406215 1.176014
C: -3.037501 -2.064501 1.256506
C: -1.790607 -1.663639 0.820803
O: -1.393252 -0.415194 0.794266
C: -0.885110 -2.677381 0.400339
N: 0.347084 -2.213005 0.023500
C: 1.300999 -3.064440 -0.297544
C: 1.070531 -4.444503 -0.287992
C: -0.171955 -4.934608 0.018596
C: -1.213050 -4.044255 0.375648
H: -3.241242 -13.853973 0.352194
H: -1.873614 -12.737665 0.146950
H: -3.080515 -12.922745 -1.152316
H: -1.989919 -10.860234 -1.243972
H: -1.554911 -8.439481 -1.446220
H: -4.355241 -7.629672 1.658065
H: -4.840507 -10.067623 1.844379
H: -4.397965 -3.713936 1.477374
H: -3.727698 -1.317650 1.624330
H: 2.269101 -2.656233 -0.554882
H: 1.884459 -5.112823 -0.528276
H: -0.358593 -5.995020 0.004848
O: 0.521337 1.906363 -0.106396
N: -1.022680 3.927606 -0.743544
C: -0.405710 5.097376 -0.981319
C: -0.738918 5.945143 -2.006980
C: -1.792761 5.559595 -2.849933
C: -2.451945 4.381425 -2.617108
C: -2.053485 3.544754 -1.538516
S: -2.825120 2.052104 -1.216445
H: 0.396789 5.356172 -0.294966
H: -0.203865 6.872995 -2.152021
H: -2.089886 6.195960 -3.675330
H: -3.276422 4.059645 -3.236105
C: 1.492235 2.423466 0.765984
N: 1.006510 2.412766 2.115865
C: 0.492858 3.629466 2.732744
C: 0.676043 3.526484 4.235201
C: -0.009078 2.265035 4.719790
N: 0.402636 1.110167 3.932577
C: 0.110173 -0.194301 4.510355
C: 0.854111 1.194691 2.669996
O: 1.146994 0.129597 2.040349
H: -0.262134 2.564233 -0.192954
H: 2.363311 1.784919 0.699659
H: 1.765107 3.440479 0.487267
H: -0.559053 3.780852 2.471797
H: 1.063771 4.468611 2.338093
H: 0.252664 4.397927 4.731988
H: 1.742936 3.476022 4.462032
H: -1.096144 2.381770 4.659566
H: 0.247072 2.065804 5.761241
H: -0.968748 -0.326830 4.618517
H: 0.581225 -0.276255 5.490016
H: 0.499120 -0.964425 3.855371
C: -0.056884 1.172879 -4.334432
C: 0.374132 1.162265 -2.886883
O: -0.132505 -0.026223 -2.221673
H: 0.292855 2.092796 -4.803124
H: -1.144160 1.135444 -4.400114
H: 0.363048 0.325067 -4.882047
H: -0.058953 2.004339 -2.362394
H: 1.457362 1.213005 -2.790259
H: 0.313318 -0.788880 -2.616424
F: 4.008922 1.989929 -1.824072
C: 4.504823 0.743076 -1.845753
F: 5.821970 0.814512 -1.728160
F: 4.204470 0.207923 -3.033389
S: 3.713256 -0.219641 -0.488564
O: 4.005564 0.523216 0.701130
O: 4.217083 -1.558715 -0.588517
O: 2.299967 -0.102044 -0.981718

Cartesian forces (eV/Å) of the 3 atoms listed first:
0.44 2.08 -0.43
0.00 -0.01 -0.03
0.00 -0.07 0.06

**Kohn-Sham gap**: 0.20371 Ha
**Energy above the lowest of the compared OMol25 structures with the same formula, charge and spin**: 16.4 kcal/mol
**Largest force on an atom**: 2.168 eV/A

Here are the Löwdin charges for atoms 1 to 6, given in e: number 1, Ir, carries 1.52; number 2, C, carries -0.08; number 3, O, carries -0.08; number 4, C, carries -0.29; number 5, C, carries -0.02; number 6, C, carries -0.02

2.
C30H34FMnN5O3P2S2 as an isolated structure in a non-equilibrium geometry, computed with ωB97M-V/def2-TZVPD.

Cartesian coordinates (Å):
Mn: -2.448749 -1.350298 0.497677
S: -4.341199 -0.128225 -0.052388
C: -5.197404 0.024747 1.443129
C: -6.512315 0.525161 1.350554
N: -7.577292 0.923539 1.219894
C: -4.619254 -0.335963 2.636761
S: -3.006099 -0.946620 2.689319
C: -5.301606 -0.197358 3.862986
N: -5.841285 -0.107489 4.869118
C: -3.647502 -1.625849 -2.884478
P: -2.266152 -1.892822 -1.726132
C: -0.885414 -1.181273 -2.684077
C: -2.108731 -3.701431 -1.766992
C: -1.485717 -4.390712 -2.799711
C: -1.548828 -5.774410 -2.829974
C: -2.226037 -6.463926 -1.835872
C: -2.820485 -5.782394 -0.785564
C: -2.763012 -4.394950 -0.743557
P: -3.457668 -3.423544 0.637704
C: -5.264803 -3.669095 0.577272
C: -2.996799 -4.355242 2.128075
H: -3.417973 -2.157523 -3.808223
H: -3.733103 -0.557757 -3.079718
H: -4.586053 -1.994969 -2.474001
H: -0.938033 -1.530500 -3.716175
H: 0.070513 -1.451309 -2.236959
H: -1.001535 -0.095930 -2.672278
H: -0.955544 -3.855129 -3.576356
H: -1.064055 -6.313432 -3.629831
H: -2.277540 -7.540231 -1.876523
H: -3.328261 -6.335907 -0.010435
H: -5.481530 -4.705926 0.320137
H: -5.736640 -3.001527 -0.141930
H: -5.658265 -3.457609 1.572636
H: -3.571515 -5.280004 2.167308
H: -3.228665 -3.756368 3.011404
H: -1.927688 -4.564144 2.116052
C: 3.135614 2.338034 3.930602
C: 3.417576 1.041490 3.177680
N: 2.342975 0.705160 2.255509
C: 1.604881 -0.393031 2.465724
C: 0.496462 -0.725174 1.733965
C: -0.082428 -2.116775 1.902541
O: 0.399126 -2.890986 2.698239
O: -1.038756 -2.413384 1.087306
C: -0.033673 0.201986 0.782940
O: -1.172253 0.121468 0.251097
C: 0.881840 1.277101 0.429113
C: 0.606586 2.081165 -0.681134
C: 1.525489 2.997340 -1.116887
F: 1.228666 3.753991 -2.191990
C: 2.770043 3.164968 -0.481388
C: 3.001036 2.427430 0.671323
C: 2.081659 1.483624 1.147602
N: 3.783740 3.976771 -1.003197
C: 4.282579 5.102767 -0.244839
C: 5.748502 5.347274 -0.599318
N: 5.863429 5.579892 -2.062407
C: 5.306806 4.427204 -2.817209
C: 3.845109 4.224728 -2.428135
H: 3.965727 2.546110 4.599165
H: 2.236472 2.239647 4.531869
H: 3.006909 3.181452 3.256676
H: 3.511184 0.228782 3.898809
H: 4.359196 1.106050 2.626548
H: 1.908678 -1.062743 3.260221
H: -0.336516 1.980796 -1.195228
H: 3.949149 2.549037 1.167100
H: 4.193662 4.904188 0.822618
H: 3.700669 6.011777 -0.467151
H: 6.345113 4.468670 -0.349482
H: 6.128053 6.213518 -0.055530
H: 6.846684 5.728205 -2.317025
H: 5.337128 6.429940 -2.308888
H: 5.884897 3.540729 -2.553469
H: 5.396544 4.611066 -3.887813
H: 3.469548 3.357078 -2.969618
H: 3.254133 5.099074 -2.734789

Cartesian forces (eV/Å) of the 3 atoms listed first:
-1.71 1.59 1.05
0.29 -0.73 1.25
1.10 -0.23 -1.25

**Kohn-Sham gap (alpha / beta)**: 0.23010 / 0.22818 Ha
**Spin multiplicity**: 2
**Energy above the lowest of the compared OMol25 structures with the same formula, charge and spin**: 10.4 kcal/mol
**Expectation value of S²**: 0.7903
**Largest force on an atom**: 2.562 eV/A
**Charge**: +2

Here are the Löwdin charges for atoms 1 to 6, given in e: number 1, Mn, carries -0.05; number 2, S, carries 0.85; number 3, C, carries -0.65; number 4, C, carries -0.26; number 5, N, carries 0.22; number 6, C, carries -0.64

3.
C30H34GeNO4S5Sc as an isolated structure, computed with ωB97M-V/def2-TZVPD.

Cartesian coordinates (Å):
Sc: 1.081401 -1.188619 0.189779
C: 0.407381 -0.270556 3.418222
C: -0.853639 -1.043172 3.147035
O: -0.633033 -2.421520 3.452026
C: -1.506751 -3.290078 2.761919
C: -1.260478 -3.351010 1.254030
O: 0.125260 -3.360601 0.922070
C: 0.871470 -4.418817 1.485960
C: 2.328557 -4.117520 1.199868
O: 2.591048 -2.770142 1.524154
C: 2.790881 -2.471357 2.886136
C: 2.695848 -0.965935 2.957681
O: 1.426532 -0.558696 2.451753
H: 0.795543 -0.497247 4.417029
H: 0.179446 0.796907 3.352914
H: -1.104641 -0.882444 2.078870
H: -1.656142 -0.646426 3.786965
H: -2.556209 -2.994769 2.909166
H: -1.378125 -4.267173 3.235287
H: -1.627540 -2.456374 0.733876
H: -1.747492 -4.252152 0.853468
H: 0.580583 -5.378374 1.037430
H: 0.693719 -4.473381 2.564731
H: 2.542726 -4.197790 0.133768
H: 2.985539 -4.794878 1.758509
H: 3.783354 -2.812443 3.207300
H: 2.015451 -2.929011 3.513072
H: 3.455986 -0.537781 2.300420
H: 2.841626 -0.598644 3.977025
S: 6.415541 -0.391716 -5.517086
C: 5.586492 -0.779184 -4.112517
S: 4.007648 -1.426330 -4.066531
C: 3.805548 -1.614618 -2.329049
C: 4.866727 -1.204784 -1.580721
S: 5.154848 -1.185609 0.133409
S: 6.211077 -0.579480 -2.534104
S: 2.265696 -2.367882 -1.928972
C: -0.705151 -0.495251 -0.055027
Ge: -1.492940 0.998224 -0.756093
C: -0.396708 2.688806 -0.580134
C: 0.300637 3.269134 -1.640493
C: 1.215016 4.300248 -1.439965
C: 1.447501 4.788847 -0.162367
C: 0.756146 4.236187 0.911419
C: -0.145321 3.201966 0.697220
C: -1.862955 1.002389 -2.725149
C: -1.171898 0.068883 -3.500398
C: -1.318045 0.031446 -4.882148
C: -2.172756 0.924049 -5.517939
C: -2.878050 1.851908 -4.762344
C: -2.717835 1.887209 -3.380709
C: -3.232942 1.650424 0.047224
C: -4.055194 0.724646 0.690560
C: -5.255512 1.097606 1.282780
C: -5.662278 2.426582 1.252709
C: -4.856652 3.369561 0.627740
C: -3.659345 2.979535 0.035475
H: 0.139920 2.896683 -2.648003
H: 1.755729 4.714455 -2.284107
H: 2.165525 5.584924 -0.001270
H: 0.929127 4.608866 1.916143
H: -0.662795 2.763367 1.546932
H: -0.513072 -0.634331 -2.996068
H: -0.759171 -0.694083 -5.462980
H: -2.287421 0.897966 -6.596335
H: -3.550262 2.550784 -5.250349
H: -3.275845 2.619623 -2.803679
H: -3.721947 -0.310018 0.728936
H: -5.874923 0.353643 1.774153
H: -6.595984 2.725396 1.717089
H: -5.159946 4.411508 0.605255
H: -3.034274 3.732587 -0.436522
N: 2.393522 0.667380 -0.287015
H: 2.079577 1.527732 0.150906
H: 2.269330 0.785982 -1.288701
H: 3.385336 0.494728 -0.101624

Cartesian forces (eV/Å) of the 3 atoms listed first:
0.00 0.08 -0.07
-0.01 0.00 0.00
0.01 0.01 0.02

**Kohn-Sham gap**: 0.15137 Ha
**Energy above the lowest of the compared OMol25 structures with the same formula, charge and spin**: 35.4 kcal/mol
**Largest force on an atom**: 0.113 eV/A
**Charge**: -2

Here are the Löwdin charges for atoms 1 to 6, given in e: number 1, Sc, carries 0.53; number 2, C, carries -0.15; number 3, C, carries -0.20; number 4, O, carries -0.15; number 5, C, carries -0.20; number 6, C, carries -0.18